w | 10 unconnected molecules or ions with the total composition H18NO12. Source: OMol25; level of theory: ωB97M-V with the def2-TZVPD basis set.

Each line ends with the Mulliken charge.
CARTESIAN COORDINATES (ANGSTROEM)
N1 -0.07 -0.43 0.05  1.01
O1 0.98 -0.67 0.77  -0.72
O2 -0.44 -1.21 -0.77  -0.68
O3 -0.60 0.68 0.13  -0.83
O4 1.82 2.50 -0.92  -0.60
H1 1.30 2.10 -0.40  0.23
H2 1.13 3.12 -1.43  0.35
O5 1.21 -3.11 -0.98  -0.68
H3 0.47 -3.66 -1.08  0.26
H4 0.65 -2.32 -0.97  0.36
O6 0.41 3.01 2.04  -0.62
H5 0.12 2.07 1.76  0.35
H6 -0.06 3.58 1.52  0.29
O7 -2.29 0.33 -2.98  -0.64
H7 -1.98 0.07 -2.12  0.22
H8 -3.23 0.59 -2.55  0.37
O8 0.86 -2.03 2.96  -0.63
H9 1.73 -2.57 2.78  0.29
H10 0.58 -1.24 2.50  0.33
O9 -3.03 -1.74 -1.27  -0.64
H11 -2.20 -1.33 -1.24  0.42
H12 -2.87 -2.59 -1.09  0.25
O10 1.93 -0.08 -2.05  -0.62
H13 1.83 0.17 -1.13  0.30
H14 1.83 -1.05 -2.20  0.32
O11 2.83 0.17 2.81  -0.61
H15 3.79 0.57 2.56  0.32
H16 2.35 -0.11 2.14  0.45
O12 -3.05 1.85 0.06  -0.60
H17 -2.25 1.50 0.35  0.46
H18 -3.76 1.82 0.74  0.29

Calculated values
LUMO energy ... 0.1097 hartree
Charge ... -1
HOMO energy ... -7.37 eV

=====

x | 10 unconnected molecules or ions with the total composition H18NO12. Source: OMol25; level of theory: ωB97M-V with the def2-TZVPD basis set.

Each line ends with the Mulliken charge.
CARTESIAN COORDINATES (ANGSTROEM)
N1 -0.25 -0.68 -0.33  0.85
O1 -0.95 -1.55 0.07  -0.68
O2 -0.43 -0.15 -1.42  -0.91
O3 0.47 -0.04 0.53  -0.61
O4 -2.94 -2.11 1.74  -0.56
H1 -2.60 -3.03 2.03  0.31
H2 -2.20 -1.79 1.56  0.30
O5 -0.93 1.59 3.23  -0.68
H3 -1.33 1.39 2.32  0.39
H4 -0.05 1.35 3.31  0.33
O6 0.67 2.52 -0.53  -0.67
H5 0.05 1.78 -0.09  0.37
H6 1.01 3.18 0.08  0.25
O7 -1.10 0.47 -3.62  -0.67
H7 -0.51 1.09 -3.99  0.27
H8 -0.99 0.28 -2.78  0.59
O8 1.94 0.38 2.77  -0.74
H9 2.73 0.81 2.32  0.29
H10 1.23 0.06 1.96  0.53
O9 -0.05 -4.29 -0.42  -0.62
H11 -0.76 -3.81 -0.10  0.32
H12 0.82 -3.96 -0.35  0.29
O10 3.15 1.44 -1.09  -0.71
H13 2.88 0.56 -1.49  0.44
H14 2.24 1.67 -1.13  0.33
O11 -2.03 1.89 0.81  -0.61
H15 -2.35 1.45 -0.04  0.33
H16 -2.65 2.63 0.79  0.24
O12 2.00 -0.83 -2.22  -0.70
H17 1.90 -1.69 -1.70  0.32
H18 1.02 -0.62 -2.19  0.40

Calculated values
LUMO energy ... 0.1001 hartree
Charge ... -1
HOMO energy ... -7.13 eV

=====

Bottom line: x, by a margin of 26.8 kJ/mol.

=====

w | 2 unconnected molecules or ions with the total composition C3H10S2. Source: OMol25; level of theory: ωB97M-V with the def2-TZVPD basis set.

Each line ends with the Mulliken charge.
CARTESIAN COORDINATES (ANGSTROEM)
C1 1.48 1.15 0.51  -0.66
S1 3.13 1.87 0.43  -0.22
H1 0.99 1.42 -0.43  0.20
H2 1.48 0.08 0.64  0.22
H3 0.89 1.62 1.30  0.36
H4 3.71 1.16 1.41  0.11
C2 -1.68 -2.49 -1.42  -1.13
C3 -1.19 -1.21 -0.76  -0.17
S2 -2.43 -0.53 0.41  -0.23
H5 -2.76 -2.53 -1.49  0.34
H6 -1.39 -3.39 -0.88  0.30
H7 -1.30 -2.57 -2.44  0.31
H8 -0.27 -1.36 -0.22  0.18
H9 -1.02 -0.44 -1.51  0.30
H10 -2.26 0.76 0.13  0.11

Calculated values
LUMO energy ... 0.0273 hartree
SMILES string ... CCS.CS
HOMO energy ... -9.09 eV

=====

x | 2 unconnected molecules or ions with the total composition C3H10S2. Source: OMol25; level of theory: ωB97M-V with the def2-TZVPD basis set.

Each line ends with the Mulliken charge.
CARTESIAN COORDINATES (ANGSTROEM)
C1 1.45 0.75 2.01  -0.55
S1 2.97 0.16 2.90  -0.22
H1 1.35 1.79 2.37  0.31
H2 0.54 0.14 2.28  0.29
H3 1.63 0.64 0.91  0.07
H4 2.55 0.37 4.14  0.10
C2 -1.82 -0.79 -2.15  -1.11
C3 -0.50 -0.64 -1.46  -0.27
S2 -0.22 1.05 -0.75  -0.30
H5 -2.57 -1.39 -1.61  0.29
H6 -2.14 0.18 -2.51  0.35
H7 -1.76 -1.38 -3.06  0.31
H8 0.46 -0.77 -1.99  0.33
H9 -0.39 -1.32 -0.60  0.28
H10 -1.55 1.21 -0.49  0.12

Calculated values
LUMO energy ... 0.0319 hartree
SMILES string ... CCS.CS
HOMO energy ... -8.82 eV

=====

Bottom line: w, by a margin of 47.7 kJ/mol.

=====

w | A single C4H8N2O2 molecule. Source: OMol25; level of theory: ωB97M-V with the def2-TZVPD basis set.

Each line ends with the Mulliken charge.
CARTESIAN COORDINATES (ANGSTROEM)
O1 -0.38 -2.00 -0.95  -0.63
C1 -0.03 -1.70 0.31  -0.36
C2 0.76 -0.25 0.32  0.04
C3 0.37 1.30 0.35  0.22
C4 -0.68 0.61 -0.38  -0.26
N1 -0.60 0.36 -1.71  -0.47
O2 1.75 -0.38 -0.55  -0.57
N2 -0.03 1.69 1.60  -0.68
H1 0.70 -2.47 0.65  0.34
H2 -0.90 -1.71 1.01  0.30
H3 -1.59 0.58 0.20  0.34
H4 1.21 1.80 -0.13  0.43
H5 -0.34 -0.73 -1.69  0.38
H6 -1.42 0.56 -2.26  0.28
H7 0.01 2.66 1.87  0.24
H8 1.18 -0.32 1.36  0.40

Calculated values
LUMO energy ... -0.1054 hartree
HOMO energy ... -9.14 eV

=====

x | 2 unconnected molecules or ions with the total composition C4H8N2O2. Source: OMol25; level of theory: ωB97M-V with the def2-TZVPD basis set.

Each line ends with the Mulliken charge.
CARTESIAN COORDINATES (ANGSTROEM)
C1 -0.36 -2.54 -0.55  -0.41
C2 -0.44 1.00 -0.58  0.78
C3 -0.50 2.41 -1.06  -1.20
C4 1.20 -1.99 1.29  -0.41
N1 0.55 -2.38 0.27  0.02
N2 -0.06 0.50 0.56  -0.30
O1 -0.75 0.10 -1.52  -0.49
O2 0.10 1.29 1.67  -0.47
H1 -0.51 -3.22 -1.37  0.27
H2 -0.59 -0.76 -1.01  0.35
H3 -1.29 2.91 -0.58  0.30
H4 -0.45 2.56 -2.08  0.38
H5 0.39 3.09 -0.85  0.30
H6 2.01 -1.32 1.06  0.28
H7 0.95 -2.51 2.30  0.25
H8 -0.24 0.89 2.47  0.33

Calculated values
LUMO energy ... 0.0290 hartree
HOMO energy ... -8.15 eV

=====

Bottom line: x, by a margin of 350.1 kJ/mol.

=====

w | 2 unconnected molecules or ions with the total composition C8H14NS. Source: OMol25; level of theory: ωB97M-V with the def2-TZVPD basis set.

Each line ends with the Mulliken charge.
CARTESIAN COORDINATES (ANGSTROEM)
C1 -0.56 1.45 -1.71  -0.61
C2 -1.29 2.59 -1.89  -0.42
C3 0.23 2.64 0.04  -0.70
C4 0.31 1.44 -0.62  0.73
C5 -2.61 -1.25 1.94  -0.94
C6 0.20 -1.04 0.01  -0.70
C7 1.84 -1.06 -1.97  -0.75
C8 0.86 0.29 0.05  0.04
N1 1.58 -0.94 -0.51  0.06
S1 -0.80 3.80 -0.76  -0.05
H1 -0.71 0.51 -2.26  0.20
H2 -1.98 2.80 -2.70  0.43
H3 0.79 2.95 0.86  0.44
H4 -1.67 -1.76 1.60  0.07
H5 -2.89 -0.96 0.93  0.24
H6 -3.42 -1.81 2.43  0.33
H7 -2.52 -0.47 2.62  0.27
H8 -0.72 -1.19 -0.66  0.25
H9 0.03 -1.64 0.90  0.27
H10 0.84 -1.16 -2.37  0.30
H11 2.43 -0.24 -2.33  0.30
H12 2.56 -1.98 -2.04  0.31
H13 1.31 0.52 0.98  0.56
H14 2.37 -1.39 -0.08  0.35

Calculated values
LUMO energy ... -0.1152 hartree
Charge ... +1
HOMO energy ... -12.72 eV

=====

x | A gas-phase ion, C8H14NS (charge +1). Source: OMol25; level of theory: ωB97M-V with the def2-TZVPD basis set.

Each line ends with the Mulliken charge.
CARTESIAN COORDINATES (ANGSTROEM)
C1 0.33 0.40 -0.17  -0.22
C2 1.08 1.11 0.65  -0.19
C3 0.30 -1.39 -1.87  -0.91
C4 -0.31 -2.00 -0.54  -0.71
C5 -0.25 0.02 -1.40  0.53
C6 -0.69 -0.65 -0.09  -0.04
C7 -1.17 0.86 -2.21  -1.45
C8 2.44 1.27 3.03  -0.91
N1 -1.95 -0.47 0.68  0.04
S1 0.75 0.98 2.36  -0.05
H1 1.88 1.83 0.33  0.38
H2 1.38 -1.43 -2.08  0.28
H3 -0.02 -1.83 -2.84  0.35
H4 -1.20 -2.70 -0.81  0.38
H5 0.38 -2.41 0.08  0.32
H6 -2.09 0.46 -2.57  0.36
H7 -0.60 1.34 -3.00  0.39
H8 -1.43 1.67 -1.42  0.33
H9 2.31 0.93 4.02  0.39
H10 2.55 2.48 2.93  0.27
H11 3.01 0.77 2.29  0.33
H12 -2.55 0.22 0.31  0.37
H13 -1.67 -0.11 1.56  0.34
H14 -2.46 -1.38 0.77  0.41

Calculated values
LUMO energy ... -0.1207 hartree
SMILES string ... CS/C=C1\[C@]2([NH3+])CC[C@]12C
Charge ... +1
HOMO energy ... -11.93 eV

=====

Bottom line: w, by a margin of 107.8 kJ/mol.